No. 1
41
Properties=species:S:1:pos:R:3:nbo_charge:R:1 method="wB97M-V/def2-TZVPD" homo_energy_ha=-0.2064 lumo_ha=0.112 orbital_gap_ha=0.3183 multiplicity=1 total_charge=-1 de_lowest_kj_mol=221.02
Br 0.369 -0.496 -0.888 -0.9165
C 0.455 2.286 1.809 -0.0948
C 0.854 3.595 2.575 -0.0804
O 1.919 3.411 3.498 -0.7102
O 1.564 1.862 1.054 -0.7515
H -0.359 2.481 1.112 0.1571
H 0.164 1.375 2.332 0.1639
H -0.119 3.907 2.953 0.1446
H 1.044 4.418 1.886 0.1823
H 1.616 2.946 4.281 0.4639
H 1.337 1.048 0.599 0.4943
C -2.755 -0.488 -3.774 -0.0867
C -4.264 -0.219 -4.273 -0.0862
O -4.709 1.106 -3.844 -0.7355
O -2.664 -0.402 -2.412 -0.7763
H -1.974 0.141 -4.203 0.1716
H -2.553 -1.548 -3.926 0.1609
H -5.045 -0.860 -3.863 0.1692
H -4.251 -0.359 -5.354 0.1623
H -4.103 1.203 -3.106 0.4765
H -1.779 -0.530 -2.063 0.5182
C 6.168 -0.179 -0.009 -0.0997
C 4.853 -0.596 -0.780 -0.0930
O 3.716 0.175 -0.342 -0.7292
O 6.129 0.028 1.425 -0.7013
H 6.539 0.827 -0.208 0.1833
H 7.057 -0.779 -0.203 0.1557
H 4.601 -1.648 -0.645 0.1562
H 4.955 -0.454 -1.856 0.1676
H 2.937 -0.086 -0.839 0.4979
H 5.868 -0.841 1.738 0.4504
C -2.701 -1.736 1.140 -0.0738
C -3.528 -2.676 2.066 -0.0764
O -2.622 -3.544 2.601 -0.7298
O -1.723 -1.150 1.818 -0.7590
H -3.380 -0.927 0.873 0.1472
H -2.288 -2.306 0.307 0.1739
H -4.202 -3.223 1.406 0.1661
H -3.986 -2.236 2.952 0.1514
H -1.925 -2.962 2.911 0.4746
H -1.216 -0.563 1.253 0.5112



No. 2
58
Properties=species:S:1:pos:R:3:nbo_charge:R:1 method="wB97M-V/def2-TZVPD" homo_energy_ha=-0.3180 lumo_ha=0.017 orbital_gap_ha=0.3350 multiplicity=1 smiles="COc1ccc(N(C(=O)[C@@H]2CSC(=O)C2)[C@@H](C(=O)NC(C)(C)C)c2ccncc2)cc1" de_lowest_kj_mol=98.62
C -1.854 -0.050 -5.128 -0.2541
O -1.831 -1.109 -4.199 -0.4852
C -1.248 -0.904 -2.998 0.3494
C -1.152 -2.026 -2.168 -0.2441
C -0.569 -1.930 -0.927 -0.2161
C -0.051 -0.711 -0.494 0.1581
N 0.496 -0.590 0.815 -0.4648
C 1.795 -0.584 1.159 0.7099
O 2.152 -0.258 2.288 -0.6737
C 2.914 -0.974 0.188 -0.3035
C 3.605 0.299 -0.317 -0.5101
S 2.894 0.700 -1.948 0.2059
C 2.271 -0.937 -2.214 0.4444
O 1.712 -1.268 -3.217 -0.5489
C 2.622 -1.821 -1.040 -0.5359
C -0.477 -0.237 1.870 -0.1629
C -0.688 1.299 1.830 0.6909
O -1.663 1.829 1.341 -0.6347
N 0.356 1.943 2.372 -0.6437
C 0.534 3.396 2.393 0.1235
C -0.621 4.040 3.163 -0.6203
C 0.574 3.924 0.955 -0.6220
C 1.861 3.672 3.098 -0.6101
C -1.743 -1.037 1.746 -0.0047
C -2.733 -0.755 0.811 -0.2198
C -3.856 -1.567 0.774 0.0328
N -4.039 -2.606 1.568 -0.4109
C -3.100 -2.872 2.460 0.0265
C -1.943 -2.123 2.593 -0.2447
C -0.185 0.414 -1.292 -0.2040
C -0.774 0.322 -2.540 -0.3083
H -0.843 0.309 -5.343 0.1847
H -2.473 0.781 -4.775 0.1762
H -2.292 -0.464 -6.035 0.2026
H -1.543 -2.964 -2.528 0.2312
H -0.507 -2.798 -0.286 0.2277
H 3.624 -1.498 0.838 0.2544
H 3.457 1.146 0.349 0.2381
H 4.675 0.143 -0.457 0.2245
H 1.843 -2.566 -0.892 0.2536
H 3.537 -2.351 -1.331 0.2488
H 0.009 -0.488 2.820 0.2514
H 1.135 1.385 2.704 0.4362
H -1.563 3.807 2.676 0.2401
H -0.652 3.660 4.182 0.2086
H -0.495 5.118 3.193 0.2064
H 1.387 3.459 0.400 0.2006
H 0.724 5.000 0.954 0.2109
H -0.367 3.702 0.458 0.2349
H 2.048 4.741 3.137 0.2189
H 2.684 3.197 2.567 0.2079
H 1.838 3.287 4.115 0.2141
H -2.645 0.086 0.145 0.2480
H -4.650 -1.378 0.063 0.1924
H -3.287 -3.728 3.096 0.1913
H -1.206 -2.383 3.339 0.2153
H 0.173 1.369 -0.939 0.2364
H -0.848 1.211 -3.144 0.2261



No. 3
26
Properties=species:S:1:pos:R:3:nbo_charge:R:1 method="wB97M-V/def2-TZVPD" homo_energy_ha="-0.2585 / -0.2596" lumo_ha="-0.072 / -0.072" orbital_gap_ha="0.1864 / 0.1880" multiplicity=1 de_lowest_kj_mol=29.45
C -3.723 -0.509 -0.431 -0.1852
C -3.099 -1.684 -0.016 -0.1854
C -3.010 0.674 -0.569 -0.1414
C -1.756 -1.712 0.306 -0.1614
C -1.666 0.662 -0.254 -0.1516
C -1.035 -0.525 0.203 -0.0366
C -0.652 1.714 -0.325 0.6851
C 2.942 0.732 -0.237 -0.4283
C 1.491 -0.976 0.939 -0.5037
C 1.826 1.688 0.227 -0.2302
C 2.570 -0.752 -0.120 -0.3164
C 0.328 -0.206 0.430 0.4886
N 0.530 1.082 0.114 -0.4139
O -0.708 2.877 -0.658 -0.5025
S 1.826 -1.355 -1.693 -0.4193
H -4.777 -0.526 -0.657 0.2233
H -3.680 -2.594 0.047 0.2245
H -3.481 1.579 -0.919 0.2351
H -1.274 -2.628 0.608 0.2319
H 3.191 0.935 -1.278 0.2412
H 3.829 0.933 0.367 0.2091
H 1.252 -2.035 1.027 0.2509
H 1.807 -0.597 1.918 0.2159
H 1.987 1.968 1.275 0.2037
H 1.818 2.605 -0.369 0.2472
H 3.465 -1.350 0.065 0.2195



What did the third record say?
26
Properties=species:S:1:pos:R:3:nbo_charge:R:1 method="wB97M-V/def2-TZVPD" homo_energy_ha="-0.2585 / -0.2596" lumo_ha="-0.072 / -0.072" orbital_gap_ha="0.1864 / 0.1880" multiplicity=1 de_lowest_kj_mol=29.45
C -3.723 -0.509 -0.431 -0.1852
C -3.099 -1.684 -0.016 -0.1854
C -3.010 0.674 -0.569 -0.1414
C -1.756 -1.712 0.306 -0.1614
C -1.666 0.662 -0.254 -0.1516
C -1.035 -0.525 0.203 -0.0366
C -0.652 1.714 -0.325 0.6851
C 2.942 0.732 -0.237 -0.4283
C 1.491 -0.976 0.939 -0.5037
C 1.826 1.688 0.227 -0.2302
C 2.570 -0.752 -0.120 -0.3164
C 0.328 -0.206 0.430 0.4886
N 0.530 1.082 0.114 -0.4139
O -0.708 2.877 -0.658 -0.5025
S 1.826 -1.355 -1.693 -0.4193
H -4.777 -0.526 -0.657 0.2233
H -3.680 -2.594 0.047 0.2245
H -3.481 1.579 -0.919 0.2351
H -1.274 -2.628 0.608 0.2319
H 3.191 0.935 -1.278 0.2412
H 3.829 0.933 0.367 0.2091
H 1.252 -2.035 1.027 0.2509
H 1.807 -0.597 1.918 0.2159
H 1.987 1.968 1.275 0.2037
H 1.818 2.605 -0.369 0.2472
H 3.465 -1.350 0.065 0.2195



What did the second record say?
58
Properties=species:S:1:pos:R:3:nbo_charge:R:1 method="wB97M-V/def2-TZVPD" homo_energy_ha=-0.3180 lumo_ha=0.017 orbital_gap_ha=0.3350 multiplicity=1 smiles="COc1ccc(N(C(=O)[C@@H]2CSC(=O)C2)[C@@H](C(=O)NC(C)(C)C)c2ccncc2)cc1" de_lowest_kj_mol=98.62
C -1.854 -0.050 -5.128 -0.2541
O -1.831 -1.109 -4.199 -0.4852
C -1.248 -0.904 -2.998 0.3494
C -1.152 -2.026 -2.168 -0.2441
C -0.569 -1.930 -0.927 -0.2161
C -0.051 -0.711 -0.494 0.1581
N 0.496 -0.590 0.815 -0.4648
C 1.795 -0.584 1.159 0.7099
O 2.152 -0.258 2.288 -0.6737
C 2.914 -0.974 0.188 -0.3035
C 3.605 0.299 -0.317 -0.5101
S 2.894 0.700 -1.948 0.2059
C 2.271 -0.937 -2.214 0.4444
O 1.712 -1.268 -3.217 -0.5489
C 2.622 -1.821 -1.040 -0.5359
C -0.477 -0.237 1.870 -0.1629
C -0.688 1.299 1.830 0.6909
O -1.663 1.829 1.341 -0.6347
N 0.356 1.943 2.372 -0.6437
C 0.534 3.396 2.393 0.1235
C -0.621 4.040 3.163 -0.6203
C 0.574 3.924 0.955 -0.6220
C 1.861 3.672 3.098 -0.6101
C -1.743 -1.037 1.746 -0.0047
C -2.733 -0.755 0.811 -0.2198
C -3.856 -1.567 0.774 0.0328
N -4.039 -2.606 1.568 -0.4109
C -3.100 -2.872 2.460 0.0265
C -1.943 -2.123 2.593 -0.2447
C -0.185 0.414 -1.292 -0.2040
C -0.774 0.322 -2.540 -0.3083
H -0.843 0.309 -5.343 0.1847
H -2.473 0.781 -4.775 0.1762
H -2.292 -0.464 -6.035 0.2026
H -1.543 -2.964 -2.528 0.2312
H -0.507 -2.798 -0.286 0.2277
H 3.624 -1.498 0.838 0.2544
H 3.457 1.146 0.349 0.2381
H 4.675 0.143 -0.457 0.2245
H 1.843 -2.566 -0.892 0.2536
H 3.537 -2.351 -1.331 0.2488
H 0.009 -0.488 2.820 0.2514
H 1.135 1.385 2.704 0.4362
H -1.563 3.807 2.676 0.2401
H -0.652 3.660 4.182 0.2086
H -0.495 5.118 3.193 0.2064
H 1.387 3.459 0.400 0.2006
H 0.724 5.000 0.954 0.2109
H -0.367 3.702 0.458 0.2349
H 2.048 4.741 3.137 0.2189
H 2.684 3.197 2.567 0.2079
H 1.838 3.287 4.115 0.2141
H -2.645 0.086 0.145 0.2480
H -4.650 -1.378 0.063 0.1924
H -3.287 -3.728 3.096 0.1913
H -1.206 -2.383 3.339 0.2153
H 0.173 1.369 -0.939 0.2364
H -0.848 1.211 -3.144 0.2261